{"formula": "C3H2NO4", "method": "the ωB97M-V functional and the def2-TZVPD basis", "e_tot_ev": -12820.4475, "homo_ev": -4.5, "total_charge": -1, "relative_energy_ev": 4.825, "largest_force_ev_per_a": 1.8, "symbols": ["C", "C", "C", "N", "O", "O", "O", "O", "H", "H"], "positions_angstrom": [[-0.628, 0.395, 0.618], [1.985, -0.726, 0.766], [-1.142, 0.401, -1.613], [0.060, -0.090, -1.489], [-1.605, 0.723, -0.186], [-0.609, 0.493, 1.813], [0.425, -0.106, -0.102], [-1.877, 0.629, -2.529], [1.534, -1.679, 1.100], [1.857, -0.039, 1.622]], "forces_ev_per_angstrom": [[0.06, -0.07, 0.46], [0.44, -0.06, -0.38], [0.51, -0.03, 1.78], [1.10, -0.59, -1.28], [-0.08, 0.00, -0.78], [0.00, 0.04, 0.22], [-1.04, 0.42, 0.66], [-0.45, 0.13, -0.36], [-0.26, 0.24, -0.08], [-0.30, -0.09, -0.23]]}